Entry 1:
ORCA calculation (wB97M-V/def2-TZVPD) on a 2-piece molecular cluster, C5H10N2O overall.

The geometry in XYZ format:
```
18
Properties=species:S:1:pos:R:3:lowdin_charge:R:1
C 0.00 0.00 0.00 -0.122
C -0.16 0.79 -1.27 -0.230
C -0.49 2.26 -1.05 -0.290
C 0.30 3.35 -1.14 -0.093
N -0.58 4.32 -0.71 0.012
C -1.83 3.87 -0.56 -0.212
N -1.85 2.58 -0.76 0.111
H -0.85 0.10 0.69 0.078
H 0.91 0.34 0.52 0.077
H 0.12 -1.06 -0.26 0.073
H 0.83 0.76 -1.77 0.108
H -0.91 0.38 -1.97 0.115
H 1.38 3.38 -1.25 0.137
H -0.37 5.32 -0.64 0.161
H -2.69 4.41 -0.18 0.128
O 1.01 5.09 -3.52 -0.087
H 0.73 4.75 -2.64 -0.020
H 1.39 4.30 -3.98 0.055
```

The LUMO energy is 0.02772 Ha. Its total energy is -381.253804 Ha. Its structure (SMILES) is CCc1c[nH]cn1.O. The calculation puts the highest occupied orbital energy at -9.2112 eV. The calculation puts the orbital gap at 9.966 eV.

=====

Entry 2:
ORCA calculation (wB97M-V/def2-TZVPD) on one molecule with the formula C5H10N2O.

The geometry in XYZ format:
```
18
Properties=species:S:1:pos:R:3:lowdin_charge:R:1
C -2.27 0.00 -0.74 -0.002
C -1.16 0.66 -1.52 -0.080
C 0.26 0.42 -0.76 -0.296
C 0.95 -0.76 -1.64 -0.074
N 0.00 -0.07 0.64 -0.126
N 0.35 -1.64 0.70 -0.018
C 0.70 0.46 1.65 -0.368
O 0.90 1.67 1.73 0.014
H -2.00 -0.15 0.29 -0.003
H -3.27 -0.66 -1.18 0.122
H -1.27 0.31 -2.59 0.084
H 0.92 1.46 -0.65 0.176
H 2.11 -1.00 -1.41 0.125
H 0.27 -1.59 -1.46 0.051
H 0.83 -0.33 -2.53 -0.010
H -0.65 -2.36 0.80 0.203
H 1.28 -1.64 1.20 0.074
H 1.26 -0.15 2.38 0.129
```

The LUMO energy is 0.01012 Ha. Its total energy is -381.009300 Ha. Its structure (SMILES) is C=C[C@H](C)N(N)C=O. The calculation puts the highest occupied orbital energy at -9.2966 eV. The calculation puts the orbital gap at 9.572 eV.

=====

Entry 3:
ORCA calculation (wB97M-V/def2-TZVPD) on one molecule with the formula C5H10N2O.

The geometry in XYZ format:
```
18
Properties=species:S:1:pos:R:3:lowdin_charge:R:1
C -1.74 -1.09 -0.98 -0.013
C -0.88 -1.23 0.37 -0.344
O -0.31 -2.24 0.77 0.101
C -0.42 0.16 0.61 -0.313
N -1.23 0.97 1.40 0.088
C 0.85 0.52 0.23 -0.362
C 1.56 0.02 -0.99 -0.041
N 1.60 1.31 1.10 0.068
H -1.40 -1.90 -1.65 0.074
H -2.78 -1.24 -0.71 0.067
H -1.65 -0.15 -1.53 0.079
H -2.21 0.89 1.16 0.087
H -0.88 1.93 1.38 0.090
H 1.17 -0.93 -1.37 0.076
H 1.51 0.77 -1.79 0.081
H 2.62 -0.16 -0.79 0.074
H 2.55 1.49 0.76 0.081
H 1.64 0.88 2.03 0.106
```

The LUMO energy is 0.01889 Ha. Its total energy is -381.195281 Ha. Its structure (SMILES) is CC(=O)/C(N)=C(\C)N. The calculation puts the highest occupied orbital energy at -6.9311 eV. The calculation puts the orbital gap at 7.445 eV.

=====

Entry 4:
ORCA calculation (wB97M-V/def2-TZVPD) on a 2-piece molecular cluster, C5H10N2O overall.

The geometry in XYZ format:
```
18
Properties=species:S:1:pos:R:3:lowdin_charge:R:1
H 1.97 0.05 1.91 0.052
N 1.57 -0.88 1.74 0.145
C 0.96 -1.00 0.65 -0.436
C 0.38 -2.32 0.25 -0.044
C 0.91 0.10 -0.44 -0.307
O 0.56 -0.11 -1.58 -0.014
H 0.23 -2.94 1.13 0.080
H 1.06 -2.81 -0.44 0.089
H -0.57 -2.18 -0.27 0.073
H 1.57 0.94 -0.16 0.124
C -1.00 0.86 0.71 -0.030
C -0.92 1.82 -0.24 -0.280
N -1.42 1.67 -1.50 0.082
H -1.50 -0.07 0.52 0.078
H -0.72 1.06 1.73 0.075
H -0.54 2.80 0.00 0.122
H -1.47 0.71 -1.83 0.092
H -1.07 2.30 -2.20 0.099
```

The LUMO energy (spin up / spin down) is 0.02491 / 0.02490 Ha. Its total energy is -381.206297 Ha. Its structure (SMILES) is [H]/N=C(/C)C=O.C=CN. The calculation puts the highest occupied orbital energy (spin up / spin down) at -8.7110 / -8.7107 eV. The calculation puts the orbital gap (spin up / spin down) at 9.389 / 9.388 eV.

=====

Entry 5:
ORCA calculation (wB97M-V/def2-TZVPD) on an isolated ion of composition C5H10N2O and charge +2.

The geometry in XYZ format:
```
18
Properties=species:S:1:pos:R:3:lowdin_charge:R:1
C 1.51 -2.76 1.70 0.014
N 1.55 -1.61 0.95 0.181
C 1.59 -0.76 0.11 0.174
C 1.58 0.38 -0.66 -0.059
N 0.51 1.25 -0.21 0.134
C -0.70 1.45 -0.64 -0.127
O -1.57 2.03 -0.02 0.077
C -2.82 2.46 -0.48 0.034
H 0.97 -2.53 2.62 0.135
H 1.15 -3.66 1.28 0.110
H 2.65 -2.93 1.91 0.184
H 2.42 0.93 -0.35 0.164
H 1.74 0.25 -1.67 0.157
H 0.81 1.76 0.69 0.242
H -1.01 1.02 -1.59 0.200
H -3.26 1.67 -1.10 0.122
H -2.85 3.32 -1.16 0.135
H -3.38 2.69 0.41 0.123
```

The LUMO energy is -0.32088 Ha. Its total energy is -380.516114 Ha. The charge is +2. Its structure (SMILES) is C[N+]#CC/[NH+]=C/OC. The calculation puts the highest occupied orbital energy at -19.9556 eV. The calculation puts the orbital gap at 11.224 eV.

=====

Entry 6:
ORCA calculation (wB97M-V/def2-TZVPD) on C5H10N2O2 as an isolated structure.

The geometry in XYZ format:
```
19
Properties=species:S:1:pos:R:3:lowdin_charge:R:1
C -0.15 -1.52 0.28 -0.637
C 1.13 0.60 -0.20 -0.068
C 0.09 1.66 -0.12 -0.390
C 0.32 2.83 0.71 -0.167
C -0.75 1.80 1.09 -0.126
H -1.57 -3.11 0.42 0.253
H -1.04 -2.59 -1.01 -0.052
H 0.56 -1.17 -2.17 -0.081
H 1.75 0.44 0.71 0.123
H 2.06 0.93 -1.14 0.197
H -0.84 1.87 -0.88 0.199
H 0.25 3.97 0.15 0.167
H 1.31 2.93 0.98 0.052
H -1.68 2.18 1.06 0.042
H -0.62 1.19 2.19 0.181
N -1.02 -2.28 -0.24 0.217
N 0.50 -0.77 -0.72 -0.067
O 0.04 -1.42 1.49 0.041
O -0.09 -0.76 -2.00 0.118
```

The LUMO energy is 0.02781 Ha. Its total energy is -456.195123 Ha. The calculation puts the highest occupied orbital energy at -9.5809 eV. The calculation puts the orbital gap at 10.337 eV.

=====

Entry 7:
ORCA calculation (wB97M-V/def2-TZVPD) on one molecule with the formula C5H10N2O2.

The geometry in XYZ format:
```
19
Properties=species:S:1:pos:R:3:lowdin_charge:R:1
C -0.30 0.49 1.96 -0.099
C -0.82 0.50 0.55 -0.353
C -1.10 -0.93 0.03 -0.222
O 0.05 -1.68 0.05 -0.114
C 0.93 -1.15 -0.94 -0.171
C 1.31 0.31 -0.66 -0.138
N 0.15 1.23 -0.39 -0.079
N -0.35 1.66 -1.65 -0.063
O -0.11 1.08 -2.62 0.019
H 0.25 1.59 2.18 0.147
H -1.14 0.08 2.66 0.112
H 0.66 -0.13 2.02 0.068
H -1.81 0.91 0.67 0.132
H -1.94 -1.50 0.76 0.190
H -1.60 -0.85 -0.87 0.087
H 0.42 -0.94 -2.02 0.161
H 1.68 -1.72 -0.89 0.050
H 1.78 0.30 0.56 0.177
H 1.93 0.74 -1.40 0.095
```

The LUMO energy is 0.01451 Ha. Its total energy is -456.288414 Ha. Its structure (SMILES) is C[C@@H]1COCCN1N=O. The calculation puts the highest occupied orbital energy at -9.0989 eV. The calculation puts the orbital gap at 9.494 eV.

=====

Entry 8:
ORCA calculation (wB97M-V/def2-TZVPD) on a 2-piece molecular cluster, C5H10N2O2 overall.

The geometry in XYZ format:
```
19
Properties=species:S:1:pos:R:3:lowdin_charge:R:1
C -1.04 -0.22 -1.90 -0.086
N -0.98 -0.69 -0.53 -0.049
C -1.28 0.22 0.53 -0.635
O -1.85 1.29 0.36 0.055
O -1.53 -0.54 1.66 0.076
H -0.82 0.85 -1.94 0.086
H -2.02 -0.39 -2.36 0.079
H -0.26 -0.72 -2.49 0.075
H -1.24 -1.65 -0.35 0.134
H -1.93 0.05 2.31 0.119
C 2.05 -1.35 0.07 -0.089
C 1.31 -0.14 0.34 -0.053
C 0.78 0.87 0.82 -0.204
N 0.75 2.14 1.30 0.078
H 2.07 -1.59 -1.00 0.070
H 3.08 -1.22 0.41 0.086
H 1.62 -2.20 0.61 0.083
H -0.18 2.54 1.22 0.077
H 1.47 2.76 0.96 0.098
```

The LUMO energy is 0.02604 Ha. Its total energy is -456.415030 Ha. Its structure (SMILES) is CNC(=O)O.CC#CN. The calculation puts the highest occupied orbital energy at -8.0611 eV. The calculation puts the orbital gap at 8.770 eV.

=====

Entry 9:
ORCA calculation (wB97M-V/def2-TZVPD) on one molecule with the formula C5H10N2O2.

The geometry in XYZ format:
```
19
Properties=species:S:1:pos:R:3:lowdin_charge:R:1
C 0.58 -2.40 0.57 -0.001
C -1.11 1.63 -1.62 -0.107
N 0.14 -1.01 0.43 -0.121
C 1.09 0.19 0.08 -0.541
N 1.63 0.74 1.23 0.160
C -1.29 -0.19 0.12 -0.195
C -0.93 1.12 -0.21 -0.203
O -0.87 -0.62 1.39 0.007
O 1.71 0.06 -0.96 0.059
H 2.37 1.41 1.05 0.106
H 0.96 1.01 1.94 0.090
H -1.92 -0.88 -0.45 0.148
H -0.97 1.83 0.61 0.106
H -0.27 -3.06 0.39 0.094
H 1.35 -2.56 -0.18 0.098
H 0.98 -2.57 1.58 0.092
H -1.08 2.72 -1.65 0.069
H -0.30 1.25 -2.25 0.067
H -2.06 1.33 -2.06 0.069
```

The LUMO energy is 0.03331 Ha. Its total energy is -456.342568 Ha. The calculation puts the highest occupied orbital energy at -7.5063 eV. The calculation puts the orbital gap at 8.413 eV.

=====

Entry 10:
ORCA calculation (wB97M-V/def2-TZVPD) on an isolated ion of composition C5H10N2O2 and charge +2.

The geometry in XYZ format:
```
19
Properties=species:S:1:pos:R:3:lowdin_charge:R:1
C 0.12 0.06 0.23 0.126
C -1.08 -0.52 0.11 -0.234
C -2.28 0.28 -0.08 -0.219
C 2.84 -0.15 0.54 0.064
C -2.30 1.72 0.16 0.056
N -1.29 -1.91 0.12 0.128
N 3.69 0.03 -0.62 0.213
O -3.36 -0.29 -0.42 0.256
O 1.40 -0.03 0.20 0.058
H 3.10 0.38 1.45 0.144
H -2.98 2.21 -0.53 0.130
H -2.72 1.91 1.15 0.144
H -1.31 2.16 0.13 0.103
H -0.46 -2.48 0.00 0.122
H -1.86 -2.26 0.88 0.133
H -3.31 -1.25 -0.59 0.179
H 3.92 1.01 -0.85 0.199
H 3.28 -0.42 -1.45 0.195
H 4.58 -0.46 -0.41 0.204
```

The LUMO energy (spin up / spin down) is -0.34492 / -0.31397 Ha. Its total energy is -455.668188 Ha. The charge is +2. The calculation puts the highest occupied orbital energy (spin up / spin down) at -16.8225 / -17.1801 eV. The calculation puts the orbital gap (spin up / spin down) at 7.437 / 8.636 eV.

=====

Entry 11:
ORCA calculation (wB97M-V/def2-TZVPD) on one molecule with the formula C5H10N2O3.

The geometry in XYZ format:
```
20
Properties=species:S:1:pos:R:3:lowdin_charge:R:1
N -0.25 -1.05 -2.66 0.111
C 0.36 0.12 -2.31 -0.559
O 0.27 1.11 -3.05 0.025
C 1.35 0.08 -1.17 -0.138
C 0.97 0.64 0.20 -0.143
C 0.00 -0.38 0.93 -0.235
N -1.05 -0.92 0.00 0.075
C -0.47 0.00 2.35 -0.486
O -1.17 -0.70 3.00 0.134
O 0.03 1.17 2.89 0.092
H -0.83 -1.01 -3.51 0.114
H -0.70 -1.65 -1.89 0.112
H 2.14 0.73 -1.58 0.123
H 1.86 -0.94 -1.09 0.147
H 1.88 0.85 0.72 0.113
H 0.44 1.55 -0.11 0.133
H 0.65 -1.21 1.24 0.152
H -1.81 -1.35 0.49 0.080
H -1.43 -0.20 -0.52 0.054
H 0.56 1.52 2.11 0.094
```

The LUMO energy is 0.01738 Ha. Its total energy is -531.760220 Ha. Its structure (SMILES) is NC(=O)CC[C@H](N)C(=O)O. The calculation puts the highest occupied orbital energy at -9.9349 eV. The calculation puts the orbital gap at 10.408 eV.

=====

Entry 12:
ORCA calculation (wB97M-V/def2-TZVPD) on one molecule with the formula C5H10N2O4.

The geometry in XYZ format:
```
21
Properties=species:S:1:pos:R:3:lowdin_charge:R:1
N 2.69 -0.53 0.89 0.033
C 1.41 -0.03 0.42 -0.329
C 1.59 1.01 -0.67 -0.204
O 0.49 1.92 -0.61 -0.056
C 0.61 -1.19 -0.17 -0.461
O 1.22 -2.15 -0.56 0.076
N -0.71 -1.04 -0.35 0.104
C -1.47 -0.01 0.25 -0.113
C -3.00 -0.28 -0.05 -0.480
O -3.32 -1.27 -0.67 0.113
O -3.88 0.50 0.56 0.125
H 3.14 -1.12 0.12 0.106
H 2.45 -1.31 1.52 0.084
H 1.02 0.62 1.21 0.149
H 2.58 1.45 -0.48 0.125
H 1.66 0.50 -1.68 0.153
H 0.61 2.42 -1.38 0.072
H -1.21 -1.85 -0.52 0.118
H -0.99 0.95 0.00 0.102
H -1.51 0.08 1.39 0.152
H -3.36 1.30 0.81 0.133
```

The LUMO energy is 0.00940 Ha. Its total energy is -606.984554 Ha. Its structure (SMILES) is N[C@@H](CO)C(=O)NCC(=O)O. The calculation puts the highest occupied orbital energy at -9.8629 eV. The calculation puts the orbital gap at 10.119 eV.

=====

no.,M (g/mol)
1,114.1
2,114.1
3,114.1
4,114.1
5,114.1
6,130.1
7,130.1
8,130.1
9,130.1
10,130.1
11,146.1
12,162.1